DFT (ωB97M-V/def2-TZVPD) results for a structure of composition C46H54BeClN6P.

Summary:
HOMO-LUMO gap: 6.012 eV
HOMO: -5.735 eV

```
! wB97M-V def2-TZVPD RIJCOSX def2/J DEFGRID3
* xyz 0 1
Be -0.098 0.623 0.396
Cl 1.100 -0.867 3.367
C -0.346 -1.719 3.764
C -0.595 -2.061 5.083
C -1.717 -2.811 5.390
C -2.558 -3.236 4.375
C -2.309 -2.882 3.059
C -1.212 -2.089 2.723
P -0.793 -1.531 1.011
C 0.414 -2.804 0.507
C 0.820 -3.870 1.303
C 1.614 -4.873 0.765
C 1.981 -4.835 -0.572
C 1.605 -3.758 -1.362
C 0.848 -2.734 -0.816
C -2.290 -2.134 0.124
C -2.279 -3.081 -0.896
C -3.470 -3.546 -1.436
C -4.685 -3.074 -0.968
C -4.706 -2.101 0.020
C -3.518 -1.624 0.549
H 0.095 -1.752 5.856
H -1.928 -3.080 6.416
H -3.420 -3.849 4.603
H -2.978 -3.233 2.288
H 0.505 -3.932 2.337
H 1.926 -5.698 1.393
H 2.569 -5.640 -0.994
H 1.906 -3.717 -2.400
H 0.553 -1.881 -1.419
H -1.346 -3.478 -1.267
H -3.440 -4.294 -2.218
H -5.610 -3.459 -1.378
H -5.652 -1.716 0.380
H -3.538 -0.858 1.317
C -3.240 2.684 -1.534
C -3.382 1.177 -1.306
C -4.864 0.810 -1.235
C -2.601 0.473 -2.390
C -3.280 0.029 -3.514
C -2.609 -0.480 -4.612
C -1.234 -0.567 -4.564
C -0.512 -0.174 -3.441
C 0.983 -0.469 -3.443
C 1.241 -1.956 -3.733
C 1.743 0.383 -4.463
C -1.183 0.388 -2.329
N -0.435 0.876 -1.234
C 0.625 1.732 -1.572
C 1.572 1.944 -0.644
N 1.437 1.282 0.585
C 2.630 1.188 1.358
C 3.684 0.358 0.897
C 4.789 0.106 1.699
C 4.906 0.660 2.959
C 3.961 1.583 3.354
C 2.851 1.897 2.570
C 2.036 3.064 3.122
C 1.540 4.016 2.038
C 0.912 2.597 4.050
C 3.683 -0.219 -0.504
C 4.297 -1.619 -0.572
C 4.480 0.702 -1.441
H -3.716 3.254 -0.731
H -3.711 2.960 -2.480
H -2.185 2.947 -1.589
H -2.924 0.926 -0.355
H -5.433 1.266 -2.049
H -5.285 1.175 -0.295
H -5.002 -0.267 -1.279
H -4.361 0.099 -3.549
H -3.154 -0.803 -5.490
H -0.708 -0.975 -5.420
H 1.388 -0.238 -2.457
H 1.043 -2.191 -4.780
H 0.602 -2.597 -3.124
H 2.286 -2.206 -3.528
H 1.332 0.252 -5.466
H 2.798 0.101 -4.487
H 1.687 1.442 -4.208
H 0.617 2.231 -2.535
H 2.403 2.622 -0.799
H 5.578 -0.541 1.338
H 5.740 0.404 3.600
H 4.089 2.104 4.297
H 2.735 3.637 3.738
H 0.819 3.511 1.405
H 2.374 4.340 1.412
H 1.079 4.899 2.489
H 0.285 3.442 4.349
H 0.290 1.858 3.560
H 1.334 2.144 4.949
H 2.650 -0.262 -0.854
H 5.381 -1.574 -0.447
H 4.101 -2.060 -1.550
H 3.885 -2.275 0.193
H 5.519 0.759 -1.108
H 4.071 1.711 -1.456
H 4.465 0.308 -2.460
N -1.857 6.145 1.502
C -1.454 4.923 1.095
N -0.712 4.832 -0.019
N -1.815 3.897 1.825
C -1.507 2.672 1.572
N -1.257 1.551 1.400
H -1.787 6.928 0.877
H -2.575 6.167 2.203
H -0.349 5.655 -0.466
H -0.243 3.956 -0.224
*
```


DFT (ωB97M-V/def2-TZVPD) results for an isolated molecule of C5H7N at a distorted geometry.

Summary:
HOMO-LUMO gap: 11.853 eV
energy relative to the best compared isomer or geometry (same formula, charge and spin): 109.39 kJ/mol
SMILES: N#CCC1CC1
HOMO: -10.904 eV

```
! wB97M-V def2-TZVPD RIJCOSX def2/J DEFGRID3
* xyz 0 1
N 0.994 2.176 1.736
C 0.319 1.780 0.884
C -0.523 1.238 -0.190
C -0.621 -0.292 -0.179
C 0.342 -1.135 0.609
C 0.405 -1.131 -0.888
H -0.128 1.601 -1.146
H -1.521 1.676 -0.081
H -1.643 -0.659 -0.223
H -0.045 -2.015 1.113
H 1.126 -0.615 1.153
H 1.235 -0.614 -1.361
H 0.061 -2.009 -1.428
*
```


DFT (ωB97M-V/def2-TZVPD) results for a cluster of 7 separate species, C17H53O22P5 in total at a distorted geometry.

Summary:
HOMO-LUMO gap: 10.482 eV
energy relative to the best compared isomer or geometry (same formula, charge and spin): 590.51 kJ/mol
SMILES: COP(=O)(OC)OC.COP(=O)(OC)OC.COP(=O)(OC)OC.COP(=O)(OC)OC.COP(=O)(OC)OC.CO.CO
HOMO: -10.336 eV

```
! wB97M-V def2-TZVPD RIJCOSX def2/J DEFGRID3
* xyz 0 1
C 3.708 9.708 4.183
O 2.394 9.363 3.761
P 1.246 10.521 3.814
O 0.788 10.987 5.163
O 1.932 11.750 2.943
C 2.222 11.545 1.562
O 0.031 10.079 2.774
C -0.793 8.930 2.953
H 3.783 10.743 4.518
H 4.480 9.606 3.421
H 4.005 9.027 4.980
H 3.152 11.923 1.137
H 1.485 12.089 0.971
H 2.076 10.494 1.311
H -0.870 8.512 1.949
H -1.791 9.184 3.309
H -0.352 8.185 3.616
C 3.422 7.398 -10.689
O 2.829 7.133 -9.457
P 3.522 6.349 -8.239
O 4.956 6.723 -8.066
O 2.598 6.473 -6.922
C 2.785 7.481 -5.991
O 3.355 4.785 -8.651
C 2.203 4.095 -9.060
H 2.972 6.744 -11.436
H 4.482 7.165 -10.592
H 3.243 8.393 -11.096
H 3.541 8.232 -6.220
H 3.104 7.059 -5.038
H 1.821 7.988 -5.999
H 2.433 3.629 -10.018
H 1.427 4.821 -9.300
H 1.967 3.209 -8.470
C -0.942 -11.430 0.562
O -0.422 -10.508 -0.288
P 0.819 -11.030 -1.237
O 1.808 -12.055 -0.730
O 0.112 -11.450 -2.653
C 0.640 -11.253 -3.938
O 1.476 -9.576 -1.675
C 2.290 -8.767 -0.822
H -2.031 -11.394 0.591
H -0.550 -11.145 1.538
H -0.580 -12.445 0.397
H 1.621 -10.821 -3.739
H 0.084 -10.542 -4.548
H 0.789 -12.174 -4.503
H 2.126 -7.713 -1.046
H 3.347 -9.030 -0.821
H 2.058 -8.734 0.243
C 3.178 2.452 0.033
O 2.122 3.249 -0.366
P 0.575 2.664 -0.109
O 0.014 2.991 1.220
O -0.255 3.351 -1.288
C -0.525 2.697 -2.585
O 0.511 1.069 -0.472
C 0.314 0.140 0.595
H 2.929 1.496 0.494
H 3.709 3.043 0.779
H 3.888 2.103 -0.717
H -1.025 3.361 -3.291
H -0.886 1.670 -2.630
H 0.515 2.633 -2.904
H 1.155 -0.545 0.488
H -0.608 -0.438 0.534
H 0.301 0.609 1.578
C -10.349 -4.433 2.756
O -9.743 -5.516 2.190
P -8.647 -6.393 2.982
O -8.019 -5.712 4.168
O -9.495 -7.734 3.336
C -10.224 -7.793 4.549
O -7.619 -6.914 1.800
C -6.352 -6.204 1.616
H -10.402 -4.481 3.843
H -11.388 -4.269 2.470
H -9.958 -3.434 2.568
H -10.329 -6.914 5.186
H -9.759 -8.478 5.259
H -11.276 -7.987 4.340
H -6.383 -5.344 0.947
H -5.592 -6.893 1.247
H -5.909 -5.577 2.389
C 5.676 0.356 7.340
O 4.608 0.538 6.429
H 6.542 0.881 6.938
H 5.382 0.611 8.358
H 5.981 -0.681 7.204
H 4.325 -0.335 6.148
C 1.680 -5.131 5.102
O 2.719 -4.217 5.219
H 1.508 -5.346 4.047
H 2.112 -6.064 5.463
H 0.833 -5.059 5.784
H 3.366 -4.283 4.513
*
```


DFT (ωB97M-V/def2-TZVPD) results for a structure of composition C18H14Cl5IMgN2 at a distorted geometry.

Summary:
HOMO-LUMO gap (alpha / beta): 6.138 / 5.314 eV
energy relative to the best compared isomer or geometry (same formula, charge and spin): 0.00 kJ/mol
HOMO (alpha / beta): -7.989 / -7.835 eV

```
! wB97M-V def2-TZVPD RIJCOSX def2/J DEFGRID3
* xyz 0 1
C 1.106 3.312 0.724
C 2.278 1.274 -1.445
H 0.139 3.731 0.629
H 1.781 3.788 -0.108
H 1.425 3.435 1.750
H 1.806 1.047 -2.403
H 2.803 2.418 -1.319
H 2.933 0.423 -1.315
C -1.834 2.158 -0.979
C -3.088 2.001 -1.586
C -3.329 0.821 -2.280
C -2.345 -0.157 -2.348
H -1.572 3.093 -0.462
H -3.822 2.802 -1.490
H -4.299 0.640 -2.758
H -2.480 -1.078 -2.910
N -0.932 1.166 -0.980
C -1.149 -0.009 -1.615
C -0.162 -1.154 -1.481
N 0.828 -1.084 -0.557
C 1.875 -1.916 -0.613
C 0.765 -3.271 -2.241
C 1.867 -3.082 -1.400
H 2.796 -1.652 -0.074
H 2.711 -3.766 -1.320
C -0.223 -2.291 -2.331
H -1.045 -2.365 -3.049
H 0.694 -4.180 -2.846
Mg 1.006 1.499 -0.034
I -1.393 2.351 3.161
Cl -2.620 -0.416 1.254
C -1.155 -0.541 2.153
C -0.042 0.257 1.871
C 1.183 -0.050 2.412
Cl 2.704 0.541 1.735
C 1.285 -0.873 3.558
Cl 2.781 -1.028 4.382
C 0.112 -1.536 3.985
Cl 0.171 -2.458 5.412
C -1.101 -1.443 3.247
Cl -2.459 -2.408 3.669
*
```


DFT (ωB97M-V/def2-TZVPD) results for an isolated molecule of CH4N2O2 at a distorted geometry.

Summary:
HOMO-LUMO gap: 9.791 eV
energy relative to the best compared isomer or geometry (same formula, charge and spin): 460.71 kJ/mol
SMILES: O/N=C\NO
HOMO: -9.535 eV

```
! wB97M-V def2-TZVPD RIJCOSX def2/J DEFGRID3
* xyz 0 1
O -1.384 -1.157 0.066
N -1.687 0.241 -0.066
C -0.552 0.919 -0.173
N 0.808 0.496 0.320
O 1.243 -0.739 -0.290
H -0.398 -1.393 -0.173
H -0.775 1.968 -0.071
H 1.375 1.061 -0.248
H 1.369 -1.397 0.635
*
```


DFT (ωB97M-V/def2-TZVPD) results for a cluster of 2 separate species, C6H9NO in total at a distorted geometry.

Summary:
HOMO-LUMO gap: 8.836 eV
energy relative to the best compared isomer or geometry (same formula, charge and spin): 143.99 kJ/mol
SMILES: C=Cc1ccc[nH]1.O
HOMO: -8.021 eV

```
! wB97M-V def2-TZVPD RIJCOSX def2/J DEFGRID3
* xyz 0 1
C -1.794 -1.077 -0.282
C -0.567 -1.395 0.156
C 0.540 -0.452 -0.115
C 1.879 -0.276 0.183
C 2.427 0.765 -0.620
C 1.482 1.013 -1.591
N 0.355 0.308 -1.281
H -2.166 -0.058 -0.442
H -2.583 -1.841 -0.398
H -0.247 -2.392 0.394
H 2.410 -0.870 0.928
H 3.479 1.160 -0.582
H 1.470 1.527 -2.567
H -0.508 0.425 -1.772
O -2.303 1.383 2.553
H -2.539 0.480 2.818
H -1.338 1.298 2.619
*
```


DFT (ωB97M-V/def2-TZVPD) results for a structure of composition C26H28MoN6O9S at a distorted geometry.

Summary:
HOMO-LUMO gap: 7.044 eV
energy relative to the best compared isomer or geometry (same formula, charge and spin): 153.19 kJ/mol
HOMO: -7.473 eV

```
! wB97M-V def2-TZVPD RIJCOSX def2/J DEFGRID3
* xyz 0 1
Mo -0.576 0.007 0.340
O 0.932 -1.706 1.069
C 0.824 -2.992 1.699
C -0.625 -3.277 2.013
C -1.015 -4.418 2.709
C -2.361 -4.603 2.939
C -3.268 -3.661 2.476
C -2.778 -2.561 1.795
N -1.474 -2.373 1.577
H 1.887 -1.513 0.939
H 1.412 -3.010 2.621
H 1.222 -3.756 1.026
H -0.284 -5.137 3.057
H -2.704 -5.478 3.476
H -4.330 -3.782 2.635
H -3.437 -1.791 1.408
O -0.120 -2.488 -5.136
C 0.824 -1.578 -5.023
O 1.562 -1.290 -5.934
C 0.961 -0.902 -3.703
C 1.941 0.032 -3.422
N 1.779 0.411 -2.150
N 0.739 -0.197 -1.581
C 0.232 -1.003 -2.504
C -1.011 -1.760 -2.118
O -1.448 -2.623 -2.880
O -1.521 -1.400 -1.013
H -0.642 -2.607 -4.289
H 2.709 0.433 -4.060
H 2.239 1.147 -1.639
O -1.329 0.269 1.801
C 1.899 6.687 -0.674
C 1.777 5.439 -1.541
C 1.760 4.141 -0.755
N 0.581 4.100 0.110
C 0.254 3.121 0.917
S 1.211 1.703 1.075
N -0.866 3.251 1.691
C -1.649 4.409 1.886
O -2.847 4.328 1.951
C -0.921 5.692 2.123
C 0.266 5.727 2.849
C 0.852 6.945 3.149
C 0.271 8.125 2.702
C -0.906 8.090 1.967
C -1.513 6.874 1.691
H 1.993 7.581 -1.289
H 2.779 6.629 -0.028
H 1.031 6.826 -0.027
H 2.610 5.382 -2.242
H 0.875 5.483 -2.160
H 2.649 4.044 -0.127
H 1.700 3.293 -1.433
H -0.066 4.869 0.007
H -1.341 2.366 1.897
H 0.713 4.804 3.199
H 1.762 6.976 3.733
H 0.736 9.074 2.929
H -1.359 9.010 1.623
H -2.453 6.826 1.157
O -0.281 2.546 -2.086
C -1.419 2.380 -1.668
C -2.623 3.173 -2.166
C -3.781 2.670 -1.316
C -3.153 1.604 -0.427
O -3.759 0.930 0.370
N -1.789 1.509 -0.684
H -2.741 2.996 -3.235
H -2.402 4.236 -2.045
H -4.580 2.200 -1.887
H -4.244 3.426 -0.682
*
```


DFT (ωB97M-V/def2-TZVPD) results for a structure of composition C40H40ClIN2OP3RuSe2.

Summary:
HOMO-LUMO gap (alpha / beta): 6.784 / 6.474 eV
energy relative to the best compared isomer or geometry (same formula, charge and spin): 41.81 kJ/mol
HOMO (alpha / beta): -6.894 / -6.876 eV

```
! wB97M-V def2-TZVPD RIJCOSX def2/J DEFGRID3
* xyz 0 2
Ru -0.771 0.632 -0.486
Se 0.666 0.072 1.532
P 3.604 -2.100 1.627
Se 1.451 -2.075 0.976
C 3.618 -1.433 3.336
C 2.512 -1.517 4.177
C 2.600 -1.107 5.500
C 3.794 -0.611 6.000
C 4.906 -0.533 5.173
C 4.820 -0.948 3.854
C 4.350 -0.731 0.653
C 4.931 -1.087 -0.566
C 5.496 -0.132 -1.398
C 5.511 1.201 -1.008
C 4.950 1.565 0.209
C 4.363 0.611 1.031
H 1.573 -1.889 3.790
H 1.728 -1.169 6.137
H 3.859 -0.286 7.031
H 5.843 -0.151 5.556
H 5.697 -0.888 3.219
H 4.942 -2.131 -0.859
H 5.945 -0.430 -2.337
H 5.972 1.949 -1.641
H 4.981 2.599 0.529
H 3.928 0.907 1.975
Cl -1.797 7.295 1.656
C -2.001 5.607 1.290
C -3.228 5.024 1.436
C -3.416 3.655 1.188
I -5.273 2.799 1.570
C -2.377 2.841 0.749
O -2.459 1.571 0.558
C -1.114 3.494 0.535
N -0.117 2.668 0.102
C 1.123 3.092 0.190
C 1.445 4.412 0.548
C 0.448 5.298 0.839
C -0.887 4.841 0.873
H -4.063 5.622 1.773
H 1.897 2.370 -0.021
H 2.483 4.710 0.577
H 0.666 6.326 1.091
C 1.746 -0.685 -2.538
P 0.628 0.717 -2.305
C 1.760 2.127 -2.555
C -0.338 0.827 -3.880
C -1.610 1.634 -3.616
P -2.373 0.795 -2.175
C -2.905 -0.771 -2.954
C -3.968 1.592 -1.867
H 2.263 -0.618 -3.498
H 1.181 -1.612 -2.467
H 2.471 -0.684 -1.724
H 2.161 2.044 -3.567
H 2.595 2.092 -1.860
H 1.242 3.080 -2.452
H -0.590 -0.187 -4.202
H 0.287 1.268 -4.657
H -2.271 1.675 -4.484
H -1.359 2.657 -3.321
H -3.297 -0.560 -3.951
H -3.698 -1.211 -2.350
H -2.095 -1.493 -3.016
H -4.620 1.458 -2.731
H -3.836 2.656 -1.665
H -4.414 1.139 -0.983
N -0.998 -1.283 -0.657
C -1.759 -2.237 -0.345
C -3.064 -2.040 0.357
C -3.149 -1.175 1.442
C -4.369 -0.964 2.069
C -5.510 -1.602 1.608
C -5.430 -2.472 0.527
C -4.209 -2.701 -0.087
C -1.358 -3.641 -0.677
C -1.682 -4.696 0.172
C -1.250 -5.983 -0.111
C -0.504 -6.234 -1.253
C -0.185 -5.189 -2.110
C -0.607 -3.903 -1.819
H -2.256 -0.676 1.796
H -4.425 -0.290 2.913
H -6.463 -1.428 2.092
H -6.318 -2.978 0.168
H -4.140 -3.397 -0.915
H -2.261 -4.503 1.066
H -1.493 -6.791 0.566
H -0.171 -7.239 -1.474
H 0.394 -5.380 -3.005
H -0.352 -3.081 -2.474
*
```


no.,calculated total energy (a.u.)
1,-2930.22240
2,-249.43157
3,-4041.79890
4,-3602.40474
5,-300.31217
6,-363.96940
7,-2479.84373
8,-8412.83623